# 1
The following is a DFT calculation (the ωB97M-V functional and the def2-TZVPD basis) of a molecular structure, C14H18CrFO18.

Last column: Löwdin spin population.
Atoms and positions in Å:
Cr1 -1.2622 0.3677 -1.4939  3.755
O1 -4.8658 2.0137 0.3619  0.003
C1 -4.1026 1.9837 -0.8112  0.007
O2 -4.4976 2.6190 -1.7605  0.004
O3 -3.0477 1.2623 -0.6943  0.044
H1 -4.3212 1.4781 0.9509  0.000
O4 -2.2312 -2.0306 -4.9453  0.002
C2 -2.5451 -0.8600 -4.2522  0.006
O5 -3.3696 -0.0994 -4.6873  0.005
O6 -1.8703 -0.7662 -3.1537  0.040
H2 -1.6564 -2.4257 -4.2760  0.000
O7 0.6693 3.6411 -3.3840  0.000
C3 -0.5457 2.9565 -3.3694  0.004
O8 -0.5269 1.9690 -2.5413  0.023
O9 -1.4322 3.3298 -4.0937  0.007
H3 1.2121 3.0857 -2.8130  0.000
C4 -1.2237 -3.8434 3.5375  0.000
C5 -1.1585 -3.9130 2.0255  0.000
C6 -2.5091 -4.1500 1.3384  0.000
O10 -2.6327 -3.0737 0.4182  0.003
C7 -1.5955 -2.2241 0.5588  0.008
O11 -1.4647 -1.2528 -0.1059  0.017
O12 -0.8028 -2.5904 1.5791  0.003
H4 -0.2715 -3.5058 3.9392  0.000
H5 -1.4187 -4.8284 3.9706  0.000
H6 -2.0517 -3.1912 3.8078  0.000
H7 -0.4454 -4.6555 1.6681  0.000
H8 -3.3687 -4.1280 2.0110  0.000
H9 -2.5208 -5.1061 0.8160  0.000
C8 4.6153 0.3961 0.8616  0.000
C9 4.0058 0.4677 -0.5172  0.000
C10 4.3218 -0.7002 -1.4565  0.000
O13 3.0831 -0.9794 -2.0829  0.002
C11 2.0796 -0.3479 -1.4380  0.005
O14 0.9345 -0.4376 -1.7093  0.029
O15 2.5786 0.4571 -0.4722  0.001
H10 4.1631 -0.4464 1.3944  0.000
H11 4.3565 1.2766 1.4426  0.000
H12 5.6788 0.1955 0.7448  0.000
H13 4.2653 1.4184 -0.9964  0.000
H14 4.6455 -1.5802 -0.8891  0.000
H15 5.1027 -0.4825 -2.1802  0.000
C12 0.3005 3.7803 2.4213  0.000
C13 1.3865 2.8038 2.8553  0.000
O16 1.1082 1.6336 2.1266  0.001
C14 0.0136 1.8324 1.3281  0.006
O17 -0.3252 1.1176 0.4538  0.022
O18 -0.5853 2.9880 1.6519  0.001
F1 1.3386 2.5506 4.1895  0.000
H16 0.6680 4.6650 1.8940  0.000
H17 -0.2672 4.2332 3.2373  0.000
H18 2.3886 3.0958 2.5395  0.000

Force components x, y, z for each atom (eV/Å):
Cr -1.2117 1.2342 -1.6968
O 0.1511 -0.1372 0.2467
C 0.5040 0.0001 -0.7410
O -0.2414 0.1072 0.1738
O 0.0275 -0.1899 0.6007
H -0.1547 -0.0120 0.1188
O 0.0619 0.0049 0.4161
C -0.0273 0.7538 0.7683
O -0.1942 -0.1536 -0.5116
O 0.3772 -0.5027 0.2631
H 0.1744 -0.3145 -0.3517
O 0.2717 -0.0820 0.0814
C -0.9362 -0.5855 0.0326
O 0.5006 -0.3646 0.6082
O 0.2403 0.2712 -0.0634
H 0.0966 0.1353 0.0456
C -0.0742 -0.6375 -0.1760
C -0.5084 0.2981 0.5504
C -0.1523 -0.2071 0.0991
O 0.3271 -0.1368 -0.1599
C -0.8815 -0.1513 -0.0325
O 0.3286 0.0095 -0.0377
O 0.4048 -0.2799 -0.4609
H -0.0734 0.2339 0.0517
H -0.0476 -0.0077 -0.1151
H 0.1796 0.1958 0.2068
H 0.3279 0.2887 -0.0102
H 0.1231 0.1083 0.1253
H -0.0492 0.1295 -0.2023
C -0.7561 -0.7499 -0.1686
C 0.0300 0.6117 -0.5423
C 0.2607 -0.2404 0.7304
O -0.0115 -0.2072 -0.3158
C 0.4234 0.6878 0.0764
O -0.0944 -0.5984 -0.0731
O -0.1728 -0.2462 0.2775
H 0.1340 -0.0676 -0.0656
H 0.4441 0.2006 -0.0394
H 0.1304 0.3697 0.3122
H 0.1636 -0.0821 0.0123
H -0.1210 -0.0161 -0.0012
H -0.2119 0.1391 -0.2272
C -0.5416 0.7034 0.5747
C -0.0210 0.0168 -0.8247
O -0.0708 0.0067 0.0539
C -0.1531 0.5267 -0.2198
O 0.3305 -0.3424 0.5007
O 0.1278 0.2483 -0.3129
F 0.1435 -0.1044 0.0937
H 0.1745 -0.4981 -0.5950
H 0.1337 -0.5283 0.3174
H 0.1138 0.1623 0.6070

Multiplicity: 5
Energy above the lowest of the compared OMol25 structures with the same formula, charge and spin: 0.000 eV
Molar mass: 545.27 g mol⁻¹
HOMO (spin up / spin down): -0.138 / -0.178 hartree
Electronic energy: -82808.91654 eV
Total charge: -1
⟨S²⟩: 6.01
Orbital gap (spin up / spin down): 5.42 / 6.50 eV
LUMO (spin up / spin down): 1.66 / 1.66 eV


# 2
The following is a DFT calculation (the ωB97M-V functional and the def2-TZVPD basis) of a molecular structure, C47H43Br2F7N2O2S.

Last column: Mulliken charge in e.
Atoms and positions in Å:
C1 -0.9810 3.1546 1.5479  -0.513
C2 0.3999 3.4349 2.3512  0.554
O1 0.8736 2.6010 3.1760  -0.488
O2 1.0832 4.6768 2.0339  -0.403
C3 1.4571 4.4933 0.6204  0.114
C4 2.8611 5.1610 0.2254  -0.881
C5 3.6145 4.4721 -1.0209  -0.630
C6 2.6585 3.7002 -2.0517  -0.502
C7 3.4766 2.8312 -3.1787  -0.547
C8 3.3031 1.2524 -2.9895  -0.271
C9 2.9400 0.2454 -4.1467  0.581
C10 2.7054 0.7604 -5.6377  -0.734
C11 1.3144 0.3251 -6.3081  -0.701
C12 0.0295 1.1489 -5.8231  0.250
F1 -1.0938 0.6257 -6.5991  -0.329
Br1 -0.4789 0.7544 -3.9102  -0.075
C13 0.0836 2.7431 -6.1626  0.715
F2 -1.1691 3.0901 -6.8069  -0.263
F3 1.1034 3.1073 -7.0849  -0.232
Br2 0.1084 3.7628 -4.4650  -0.072
C14 2.8721 -1.2845 -3.7242  0.739
C15 2.5561 -2.4526 -4.7969  -0.153
C16 3.5573 -2.9465 -5.8759  -0.218
C17 3.1007 -4.1353 -6.8183  -0.512
C18 1.6700 -4.7779 -6.6306  -0.347
C19 0.6420 -4.2598 -5.5603  -0.540
C20 1.1142 -3.0926 -4.6504  -0.117
C21 3.1018 -1.8024 -2.2630  -0.721
C22 3.4608 -0.8349 -1.0829  0.293
N1 3.7355 -1.1412 0.3039  -0.682
S1 4.0463 0.3855 1.0736  0.237
N2 3.8399 1.4001 -0.3013  -0.351
C23 3.5302 0.6836 -1.5209  0.304
H1 -0.7917 2.9001 0.4345  0.170
H2 -1.5455 4.1540 1.5552  0.386
H3 -1.5800 2.2874 2.0078  0.057
H4 0.5913 4.7664 -0.1046  0.244
H5 1.5953 3.3460 0.4896  -0.025
H6 2.7130 6.2943 0.0894  0.300
H7 3.5610 5.0528 1.1432  0.191
H8 4.5079 3.8407 -0.6445  0.354
H9 4.1052 5.3388 -1.6202  0.382
H10 2.0546 4.5203 -2.6088  0.425
H11 1.9350 2.9513 -1.5676  0.208
H12 3.1620 3.2317 -4.2016  0.034
H13 4.5989 3.0634 -2.9990  0.379
H14 3.5441 0.2832 -6.2838  0.329
H15 2.8383 1.8901 -5.7425  0.353
H16 1.0550 -0.7844 -6.2286  0.255
H17 1.4208 0.5416 -7.4445  0.444
H18 4.5935 -2.4535 -5.9513  0.376
H19 3.8259 -4.5131 -7.6346  0.315
H20 1.3450 -5.6519 -7.2896  0.313
H21 -0.4033 -4.6869 -5.4044  0.332
H22 0.3938 -2.6823 -3.8443  0.316
H23 3.0103 -2.9333 -2.0422  0.310
F4 0.1299 -0.3905 1.2144  -0.265
C24 0.1277 -1.2188 2.2705  0.274
C25 0.5282 -0.7432 3.5114  -0.077
C26 0.5201 -1.6007 4.6075  -0.498
C27 0.1230 -2.9270 4.4493  -0.625
C28 -0.2717 -3.3953 3.1992  -0.378
C29 -0.2749 -2.5352 2.1045  -0.547
H24 0.8424 0.2893 3.6130  0.412
H25 0.8238 -1.2366 5.5835  0.488
H26 0.1216 -3.5961 5.3041  0.408
H27 -0.5769 -4.4294 3.0771  0.391
H28 -0.5880 -2.8808 1.1260  0.462
F5 -3.7042 -3.7998 4.5794  -0.295
C30 -4.2714 -2.6412 4.2076  0.166
C31 -3.5340 -1.7276 3.4704  0.131
C32 -4.1233 -0.5291 3.0806  -0.431
C33 -5.4403 -0.2531 3.4418  -0.567
C34 -6.1699 -1.1758 4.1866  -0.430
C35 -5.5845 -2.3794 4.5672  -0.477
H29 -2.5078 -1.9561 3.2056  0.246
H30 -3.5573 0.1894 2.4967  0.420
H31 -5.8979 0.6841 3.1410  0.379
H32 -7.1942 -0.9576 4.4705  0.397
H33 -6.1404 -3.1130 5.1396  0.434
F6 6.9889 -0.4055 7.2120  -0.325
C36 5.8972 0.0412 6.5716  0.278
C37 5.4206 1.3143 6.8449  -0.388
C38 4.2917 1.7795 6.1774  -0.534
C39 3.6460 0.9622 5.2521  -0.413
C40 4.1308 -0.3167 4.9893  -0.230
C41 5.2662 -0.7781 5.6485  -0.497
H34 5.9312 1.9327 7.5740  0.408
H35 3.9149 2.7769 6.3779  0.408
H36 2.7625 1.3248 4.7348  0.389
H37 3.6240 -0.9537 4.2710  0.513
H38 5.6626 -1.7672 5.4498  0.416
F7 -7.5290 0.3232 0.8154  -0.342
C42 -8.3008 -0.7674 0.6922  0.281
C43 -9.3649 -0.9502 1.5619  -0.248
C44 -10.1683 -2.0786 1.4311  -0.404
C45 -9.8918 -3.0165 0.4389  -0.439
C46 -8.8175 -2.8249 -0.4257  -0.370
C47 -8.0205 -1.6913 -0.3024  -0.410
H39 -9.5596 -0.2137 2.3331  0.447
H40 -11.0083 -2.2276 2.1015  0.361
H41 -10.5165 -3.8988 0.3403  0.363
H42 -8.6010 -3.5584 -1.1953  0.357
H43 -7.1855 -1.5216 -0.9721  0.406

Force components x, y, z for each atom (eV/Å):
C 0.5048 0.6184 -0.0721
C 0.8625 -2.4595 1.7370
O -1.8666 3.9819 -3.3049
O -1.0015 -2.4801 -0.6025
C 0.6576 -1.4739 -1.4423
C -0.0439 0.2434 1.1805
C 0.3918 0.6548 -0.4517
C 0.0949 -0.1280 -0.4897
C 0.3403 0.1118 1.0483
C -0.7113 -2.6196 -1.0815
C 1.1135 0.8961 4.5723
C 0.4168 -0.9906 0.1365
C -0.2549 0.5706 -0.6409
C -0.5616 -1.3089 -1.5580
F 2.2377 0.9949 1.3877
Br 0.3866 -0.2349 -1.5055
C -1.9002 0.4958 -1.1690
F 3.1326 -0.6822 1.3439
F -2.1678 -0.9363 2.3187
Br 0.5345 0.3056 -1.6605
C 0.7684 -0.4553 2.6075
C -1.2577 -1.5229 -0.9874
C -3.7305 -1.5907 0.4740
C -2.3769 1.3726 2.7389
C 0.8635 2.4997 1.8155
C 4.3769 2.1862 -0.0923
C 1.8363 -1.3958 -2.3395
C -0.1226 1.9912 -1.8816
C -0.1098 0.6365 -0.9096
N -0.5738 2.8952 -3.6462
S -1.3348 -0.9996 -5.3357
N -0.3896 -1.9096 -1.7860
C 0.4966 -1.2925 3.1831
H -0.0480 0.3833 1.9201
H 0.5836 -1.5933 0.0612
H 1.1298 1.5379 -0.5001
H 1.4362 -0.0381 1.3282
H -0.0231 1.8490 0.0129
H 0.1978 -1.7350 -0.0074
H -1.2762 0.1568 -1.4115
H -1.8426 0.7410 -0.6284
H -0.7968 -1.4210 0.9113
H 0.8732 -1.4776 0.9808
H 1.0009 1.3757 -0.4978
H 0.5736 -0.9723 1.3593
H -1.7373 -0.3866 -0.5400
H -1.4326 0.7524 1.0038
H -0.1853 -1.6542 0.4285
H 0.4863 1.5929 0.2036
H -0.3289 -0.2318 1.8800
H -1.8525 -0.9769 0.0622
H -1.4800 0.6195 1.5848
H 0.6784 1.4598 0.9706
H 1.7742 0.5329 -0.4507
H 1.4772 -0.6648 -1.4950
H 0.1853 2.1220 -0.6294
F -0.0120 0.1633 -0.2115
C 0.0494 -0.5650 0.7871
C 0.0770 0.2211 -0.0405
C -0.1375 -0.2474 -0.2879
C 0.0037 -0.0252 0.0558
C 0.1613 0.2518 0.1066
C 0.0252 -0.0331 -0.2236
H -0.0954 -0.0234 -0.0717
H -0.0041 0.0071 -0.1275
H -0.0171 0.0737 -0.1086
H -0.0018 0.1346 -0.0137
H 0.0409 0.0448 0.0289
F 0.0761 -0.1631 0.0482
C -0.3728 0.7636 -0.2446
C 0.2018 -0.0646 -0.0400
C -0.3040 -0.1913 0.2246
C -0.0015 0.0940 -0.0245
C 0.3038 0.0174 -0.1378
C -0.0502 -0.1521 0.0940
H -0.1091 -0.0010 0.0637
H -0.0171 -0.1009 0.0651
H 0.0380 -0.1277 0.0222
H 0.1049 -0.0641 -0.0316
H 0.0677 0.0222 -0.0206
F 0.1331 -0.0535 0.0785
C -0.6673 0.2709 -0.3933
C 0.1017 0.0758 0.1064
C 0.0473 -0.3322 -0.1160
C -0.0979 0.0271 -0.0461
C 0.1042 0.2624 0.1761
C 0.1023 -0.1570 0.0006
H 0.0068 -0.0670 -0.0455
H 0.0527 -0.1121 -0.0019
H 0.1051 0.0045 0.0389
H 0.0524 0.0293 0.0781
H 0.0015 0.0576 0.0497
F 0.0825 0.1459 0.0093
C -0.4538 -0.6718 -0.0643
C -0.0012 0.1274 0.1074
C 0.2473 -0.0538 -0.2543
C -0.0461 -0.0255 0.0250
C -0.1347 0.1681 0.2475
C 0.1430 0.0541 -0.0772
H 0.0351 -0.0097 -0.0695
H 0.1085 0.0432 -0.0509
H 0.0784 0.1043 0.0090
H -0.0049 0.1104 0.0707
H -0.0283 0.0206 0.0756

Molar mass: 992.73 g mol⁻¹
HOMO: -0.311 hartree
Electronic energy: -226441.88236 eV
Total charge: 0
Orbital gap: 7.10 eV
LUMO: -1.35 eV


# 3
The following is a DFT calculation (the ωB97M-V functional and the def2-TZVPD basis) of a molecular structure, C11H23BCoF4NO2P2.

Last column: Löwdin spin population.
Atoms and positions in Å:
Co1 -0.6629 0.3688 0.1816  2.658
P1 -1.7352 -1.2304 -1.0164  0.084
C1 -0.6663 -1.1281 -2.4053  0.453
C2 0.2637 -0.0857 -2.5087  0.035
N1 0.3718 0.7614 -1.4157  0.160
C3 1.1507 1.8524 -1.4333  0.044
C4 1.8631 2.1836 -2.5780  0.131
C5 1.9177 1.2587 -3.6177  0.007
C6 1.2157 0.0762 -3.5306  0.140
C7 1.2355 2.6906 -0.1538  -0.004
P2 0.7828 1.6760 1.2926  0.016
H1 1.3598 -0.7409 -4.2308  0.005
H2 2.4221 3.1081 -2.5698  0.006
H3 2.4999 1.5037 -4.4937  -0.002
H4 2.2409 3.0856 0.0513  -0.001
H5 0.5588 3.5646 -0.1454  0.000
H6 1.9879 -4.3193 -0.5998  0.000
H7 -0.5392 -1.9724 -3.0618  0.019
H8 1.3250 -2.1781 1.5483  0.001
O1 2.2738 -3.5272 -0.0714  0.001
H9 3.0885 -3.1367 -0.4370  0.000
H10 -0.0147 -0.9922 1.6872  0.031
O2 0.6779 -1.7479 2.1366  0.035
H11 0.0590 -2.3256 2.6650  0.001
C8 2.3220 0.9957 1.8698  0.012
H12 3.0263 1.8212 1.9704  0.002
H13 2.1947 0.4967 2.8301  0.000
H14 2.7120 0.2849 1.1460  0.000
C9 0.2544 2.7855 2.6575  0.002
H15 -0.0387 2.1681 3.5322  0.000
H16 1.0933 3.4642 2.9230  0.001
H17 -0.6231 3.3813 2.3328  0.000
C10 -3.2919 -0.5704 -1.6519  0.029
H18 -3.8048 -1.4193 -2.1227  0.000
H19 -3.9179 -0.0800 -0.8918  0.003
H20 -2.9750 0.1419 -2.4225  0.004
C11 -2.0593 -2.7914 -0.1134  0.022
H21 -2.5233 -2.6063 0.8703  0.002
H22 -2.7814 -3.3796 -0.7011  0.003
H23 -1.1378 -3.3786 0.0321  0.000
F1 -1.2381 -0.7488 2.8042  0.030
B1 -2.4942 -0.0044 2.5084  0.009
F2 -2.8522 0.5674 3.6887  0.002
F3 -2.1618 1.0225 1.5260  0.056
F4 -3.3795 -0.8959 1.9183  0.001

Force components x, y, z for each atom (eV/Å):
Co -1.1184 0.2039 0.5735
P -0.9988 0.5154 1.9371
C 0.9117 -1.4474 -0.5840
C 1.0420 0.3530 1.0682
N -0.3106 0.9148 -0.6319
C 0.0139 0.2142 0.3398
C 0.1081 -0.1154 0.1440
C 0.1227 0.5999 0.1042
C -0.5754 -0.5458 -0.3558
C 0.0934 0.1812 0.0462
P -0.3012 0.7473 1.3020
H -0.1993 0.3392 -0.2362
H 0.0601 -0.0084 -0.2876
H 0.2213 -0.2398 -0.0247
H -0.1496 -0.0285 -0.5252
H 0.1335 -0.3567 -0.3468
H 0.8492 1.2128 0.6419
H -0.1393 -0.0343 -0.4913
H -0.0467 -0.7371 -0.3055
O -0.5258 -0.1331 -0.2911
H -0.4740 -0.7673 -0.0678
H 1.6729 -2.0511 1.9782
O -1.4801 1.3144 -0.6368
H 0.7799 0.2645 -0.4849
C 0.5636 -0.1082 0.0389
H 0.1974 -0.1198 0.1612
H 0.0071 0.0690 0.0055
H 0.1970 -0.0842 -0.0748
C -0.0987 0.1544 -0.2973
H 0.1895 0.3551 -0.5181
H -0.5284 -0.4100 -0.0902
H 0.4820 -0.3422 0.2618
C -0.1295 -0.1570 -0.2079
H -0.1988 0.3956 0.0061
H 0.2678 -0.3370 -0.2057
H -0.4268 -0.0219 0.0966
C -0.0042 -0.7775 -0.8541
H 0.2181 0.4243 -0.5301
H 0.3317 -0.0681 0.2216
H -0.3025 0.1930 -0.1900
F -0.4026 0.5694 -0.9831
B -0.8544 -0.3522 1.3063
F -0.0522 -0.1385 -0.8540
F 0.3027 -0.2225 -0.3766
F 0.5516 0.5827 0.2183

Multiplicity: 5
Energy above the lowest of the compared OMol25 structures with the same formula, charge and spin: 0.000 eV
Molar mass: 409.00 g mol⁻¹
HOMO (spin up / spin down): -0.557 / -0.594 hartree
Electronic energy: -85104.92449 eV
Total charge: +2
⟨S²⟩: 6.05
Orbital gap (spin up / spin down): 8.22 / 7.31 eV
LUMO (spin up / spin down): -6.93 / -8.85 eV


Number 1: strongest force on any atom 2.42 eV Å⁻¹. Number 2: strongest force on any atom 5.59 eV Å⁻¹. Number 3: strongest force on any atom 3.30 eV Å⁻¹.